No. 1
Computed, not measured: a structure of composition C38H25CaClF6N6O4, with wB97M-V/def2-TZVPD.

Output
total charge	-2
multiplicity	1

Each line ends with the Mulliken charge.
Geometry (Å):
Ca -0.21102 -0.51190 0.15408  2.499
O 0.91470 -4.73435 -1.48095  -0.859
C 0.80848 -3.58342 -1.01117  0.046
N -0.25055 -2.86293 -0.68200  -0.136
C -1.55307 -3.34566 -0.86540  -0.242
C -1.87370 -4.41732 -1.71038  -0.609
C -3.18236 -4.83382 -1.91756  -0.689
C -4.21825 -4.18729 -1.26934  -0.571
C -3.93698 -3.11846 -0.42992  -0.738
C -2.62953 -2.66050 -0.22097  0.221
N -2.36881 -1.47976 0.48085  0.018
C -3.23266 -0.93909 1.32948  -0.277
O -4.25840 -1.41717 1.84548  -0.836
C -2.94313 0.52754 1.69537  0.539
C -3.92550 1.22178 2.39759  -0.735
C -3.72816 2.56279 2.67414  -0.376
C -2.56376 3.17896 2.24148  -1.075
C -1.63565 2.41533 1.55150  -0.418
N -1.81726 1.12373 1.30430  0.328
C 2.13278 -2.86920 -0.75692  0.447
C 3.28574 -3.35661 -1.37353  -0.690
C 4.49444 -2.74189 -1.10992  -0.332
C 4.52978 -1.67758 -0.21739  -0.901
C 3.33561 -1.25983 0.34737  -0.047
N 2.16659 -1.82940 0.07229  0.117
H -1.05886 -4.93210 -2.19384  0.437
H -3.37583 -5.67015 -2.58155  0.357
H -5.24672 -4.50296 -1.41054  0.353
H -4.73382 -2.60581 0.08584  0.385
H -4.81260 0.68044 2.69056  0.501
H -4.48146 3.12795 3.21187  0.385
H -2.37390 4.23028 2.41427  0.454
H -0.72917 2.85266 1.15305  0.480
H 3.18787 -4.20914 -2.02976  0.441
H 5.40470 -3.08825 -1.58661  0.392
H 5.45473 -1.17432 0.03315  0.442
H 3.30583 -0.43124 1.04512  0.307
Cl 4.10608 4.37349 4.33657  -0.294
C 3.17766 3.05040 3.65733  -0.036
C 2.77941 1.99102 4.48005  -0.496
C 2.04601 0.96010 3.96164  -1.068
C 1.63718 0.90352 2.58366  0.550
O 0.90173 -0.03421 2.17784  -0.616
C 2.12486 1.98293 1.75052  1.285
C 2.00111 2.05301 0.31167  -1.778
N 1.57786 1.14318 -0.48538  1.766
C 1.75534 1.33820 -1.86251  -0.783
C 2.85623 1.97771 -2.38477  -0.159
C 3.02949 2.13612 -3.77319  -1.067
C 2.11650 1.62865 -4.64856  -0.829
C 0.99515 0.92058 -4.15874  1.218
C 0.02276 0.35657 -5.01537  -0.954
C -1.03844 -0.31604 -4.48900  -1.061
C -1.12380 -0.44168 -3.08627  -0.564
N -0.23484 0.06146 -2.27642  1.171
C 0.81406 0.75851 -2.76810  -0.404
C 2.85531 3.03922 2.32666  -1.031
H 3.04990 1.99862 5.52919  0.384
H 1.71567 0.14466 4.59275  0.434
H 2.37063 2.99565 -0.10828  0.263
H 3.61875 2.35238 -1.71428  0.642
H 3.90314 2.66341 -4.13744  0.382
H 2.23549 1.74852 -5.71932  0.359
H 0.13285 0.47976 -6.08710  0.359
H -1.80730 -0.75188 -5.11175  0.443
H -1.94766 -0.98412 -2.63214  0.480
H 3.18383 3.85141 1.68784  0.436
C -1.67793 5.10490 -1.20893  -2.057
C -1.61130 3.80394 -2.05327  1.002
O -0.99971 2.81020 -1.43747  0.048
C -0.88613 4.17147 -3.38493  0.443
F -0.99744 3.22539 -4.33656  -0.241
F -1.31980 5.32804 -3.96949  -0.348
F 0.42965 4.34970 -3.16948  -0.291
C -3.07564 3.39890 -2.39864  0.477
F -3.81168 3.28604 -1.27862  -0.266
F -3.73837 4.30225 -3.18555  -0.338
F -3.16021 2.22645 -3.03825  -0.187
H -0.65114 5.43248 -1.04198  0.440
H -2.11378 4.83348 -0.24945  0.304
H -2.24970 5.91953 -1.65970  0.359



No. 2
Computed, not measured: a structure of composition C60H42Cl5FGeO5P3STl, with wB97M-V/def2-TZVPD.

Output
total charge	0
energy above the lowest of the compared OMol25 structures with the same formula, charge and spin	209.5	kJ/mol
multiplicity	1

Each line ends with the Mulliken charge.
Geometry (Å):
Tl 1.15887 0.47079 -1.74167  0.973
F -3.30466 -2.70024 3.85089  -0.533
Ge -2.28582 -1.68261 2.77524  1.503
C -0.60040 -2.08001 3.72711  -0.688
C -0.78804 -2.24341 5.10352  -0.141
C 0.23413 -2.68489 5.92528  -1.000
C 1.46026 -3.03040 5.37573  -0.930
C 1.66330 -2.88151 4.01810  -0.228
C 0.65769 -2.37587 3.18813  0.153
P 1.01152 -2.07503 1.42239  1.339
C 1.00981 -3.71353 0.61308  0.696
C 0.82828 -4.90196 1.31466  -0.660
C 0.73939 -6.10662 0.63222  -0.708
C 0.82336 -6.13465 -0.75176  -0.662
C 0.99713 -4.95274 -1.45868  -0.841
C 1.07735 -3.74677 -0.78092  -0.558
C 2.79902 -1.69730 1.56005  -0.980
C 4.25596 -0.31608 2.89982  -0.744
C 5.46753 -0.81413 2.71456  -0.233
C 5.80821 -2.05388 2.04340  -0.650
C 5.06223 -2.61304 1.09639  -0.897
C 3.77799 -2.06336 0.56957  0.617
C -2.61192 -2.74154 1.16644  0.353
C -2.36958 -4.10858 1.30129  -0.623
C -2.73856 -4.98920 0.29802  -0.910
C -3.39457 -4.51425 -0.83116  -1.016
C -3.66472 -3.16193 -0.95791  -0.266
C -3.26456 -2.26376 0.03088  -0.320
P -3.56717 -0.46393 -0.07724  1.871
C -3.58652 -0.21237 -1.89489  0.256
C -2.40976 -0.54087 -2.57289  -0.079
C -2.28333 -0.31425 -3.93246  -0.795
C -3.33282 0.25717 -4.64166  -0.761
C -4.50725 0.57920 -3.98100  -0.601
C -4.63682 0.34369 -2.61665  -0.803
C -5.31161 -0.29892 0.44096  0.247
C -5.85686 0.98493 0.52005  -0.388
C -7.12584 1.18519 1.03819  -0.677
C -7.86356 0.10684 1.50944  -0.657
C -7.32220 -1.16781 1.45966  -0.730
C -6.05307 -1.37024 0.93429  -0.836
C -3.17238 0.02943 3.10442  0.029
C -4.39820 -0.02911 3.76676  -0.518
C -5.09966 1.13610 4.04102  -0.871
C -4.57672 2.36431 3.66580  -0.900
C -3.35651 2.42903 3.01345  -0.581
C -2.64440 1.27008 2.72837  -0.465
P -1.05759 1.26595 1.81924  2.639
C -1.24574 2.73305 0.73875  0.080
C -0.98902 4.04221 1.14336  -0.238
C -1.20784 5.10298 0.27780  -0.906
C -1.69539 4.87456 -1.00197  -0.765
C -1.96106 3.57833 -1.41537  -0.916
C -1.73425 2.51759 -0.54898  0.000
C 0.12154 1.88450 3.07733  0.216
C -0.05588 1.60222 4.43059  -0.508
C 0.88204 2.01400 5.36673  -0.700
C 2.00129 2.72843 4.96472  -0.604
C 2.19329 3.00172 3.61635  -1.010
C 1.27385 2.56303 2.67579  -0.518
H -1.75913 -2.03556 5.53160  0.555
H 0.06660 -2.78149 6.98985  0.464
H 2.25455 -3.41666 6.00030  0.467
H 2.62105 -3.17145 3.59849  0.535
H 0.75883 -4.89154 2.39459  0.298
H 0.60065 -7.02578 1.18611  0.436
H 0.74813 -7.07531 -1.28077  0.402
H 1.05894 -4.96544 -2.53857  0.491
H 1.19910 -2.82666 -1.34473  0.566
H 4.03970 0.59596 3.42483  0.441
H 6.27664 -0.22371 3.12490  0.446
H 6.76059 -2.50215 2.29363  0.488
H 5.39545 -3.52944 0.62658  0.471
H 3.34015 -2.74373 -0.15065  0.743
H -1.89232 -4.48551 2.19808  0.554
H -2.52625 -6.04558 0.40114  0.444
H -3.70678 -5.19960 -1.60835  0.426
H -4.19276 -2.79792 -1.83121  0.568
H -1.58991 -0.99833 -2.02786  0.511
H -1.36426 -0.57846 -4.44021  0.487
H -3.23266 0.44766 -5.70178  0.391
H -5.33430 1.01396 -4.52702  0.405
H -5.57028 0.58349 -2.12608  0.367
H -5.27583 1.84113 0.19318  0.444
H -7.53226 2.18715 1.08731  0.438
H -8.85204 0.26283 1.92137  0.397
H -7.88521 -2.01237 1.83593  0.422
H -5.64460 -2.37264 0.90266  0.346
H -4.80932 -0.98753 4.05476  0.523
H -6.05819 1.08026 4.54014  0.391
H -5.12064 3.27645 3.87424  0.425
H -2.96714 3.39697 2.70976  0.420
H -0.59439 4.23701 2.13355  0.532
H -0.99087 6.11207 0.60219  0.458
H -1.85914 5.70457 -1.67631  0.420
H -2.32935 3.38829 -2.41653  0.592
H -1.94176 1.51083 -0.87349  0.118
H -0.94186 1.07444 4.76298  0.305
H 0.72597 1.79242 6.41454  0.462
H 2.71776 3.07602 5.69814  0.401
H 3.06413 3.55853 3.29105  0.488
H 1.44864 2.76444 1.62426  0.712
O 3.04789 -0.93338 2.56560  0.200
S 4.04078 -0.42103 -0.50386  1.537
O 5.44301 -0.16799 -0.38243  -0.662
O 3.55413 -0.88848 -1.79186  -0.684
O 3.14037 0.51232 0.15444  -0.366
Cl 4.19138 5.53755 -6.71898  -0.213
C 3.69142 4.58868 -5.36702  0.297
C 3.01189 3.39124 -5.55439  -0.112
Cl 2.66943 2.83870 -7.15334  -0.211
C 2.60515 2.64056 -4.46222  0.545
Cl 1.75429 1.14616 -4.70001  -0.113
C 2.84228 3.02928 -3.12159  -0.638
O 2.47621 2.35973 -2.09618  -0.376
C 3.55002 4.25434 -2.97701  0.228
Cl 3.87994 4.76649 -1.36319  -0.190
C 3.95639 5.00995 -4.06148  0.151
Cl 4.79641 6.49448 -3.80767  -0.197



No. 3
Computed, not measured: a structure of composition C4H8ClN in a non-equilibrium geometry, with wB97M-V/def2-TZVPD.

Output
total charge	0
energy above the lowest of the compared OMol25 structures with the same formula, charge and spin	638.9	kJ/mol
multiplicity	1

Each line ends with the Mulliken charge.
Geometry (Å):
C -1.29575 0.95058 0.16156  -0.848
C -0.06042 -0.05363 -0.21856  0.622
C 1.29308 0.64780 -0.39728  -0.471
C -0.11563 -1.28026 0.66835  -0.570
H -1.05276 0.98438 1.57050  0.253
H -0.87766 2.60376 -0.32061  0.204
H -2.30188 0.42414 -0.31469  0.253
H 1.16435 1.37587 0.29718  0.299
H 1.69347 0.95650 -1.46852  0.265
H 0.99931 -1.68544 0.77635  0.125
H -0.92996 -1.56419 1.21079  0.430
H -1.02392 -1.76018 -1.23560  0.205
N -0.25625 -1.40370 -0.79771  -0.558
Cl 2.76403 -0.19563 0.06825  -0.210



no.,frontier orbital gap (eV),HOMO (eV)
1,5.9,-1.88
2,5.6,-7.17
3,9.2,-9.03